Entry 1:
Formula: C25H33F3N8O9
Source: OMol25
Level of theory: the ωB97M-V functional and the def2-TZVPD basis

Structure (XYZ):
```
78
Properties=species:S:1:pos:R:3:forces:R:3:lowdin_charge:R:1
O -3.43237 1.62946 -3.96328 -0.4582 -1.1830 -1.1148 0.19
C -2.98512 2.36514 -3.17180 -0.2828 0.6985 0.6536 -0.58
O -3.57213 3.50037 -2.76338 0.5410 0.3819 -0.0013 0.08
C -2.59574 4.23970 -1.99140 -0.6566 -0.0952 -0.4842 -0.03
C -1.69413 3.12156 -1.50374 -0.1513 0.6717 0.5185 -0.30
F -2.19897 2.61554 -0.32560 -0.1059 -0.0949 -0.2592 0.04
O -1.80893 2.17788 -2.52556 0.5845 -0.1665 0.4440 0.12
H -2.06562 4.92589 -2.65350 0.0333 -0.0154 0.0241 0.14
H -3.17393 4.79098 -1.26055 0.3576 -0.0508 0.4143 0.14
H -0.65647 3.38380 -1.31607 0.1009 -0.1267 -0.1868 0.16
O 5.90690 -0.01106 -2.67554 0.8007 0.1901 -1.7331 0.19
C 5.50345 0.09921 -1.58635 -0.6339 -0.3757 1.6468 -0.57
O 4.93609 -0.90375 -0.88101 -0.4735 0.1733 -0.2057 0.07
C 4.19417 -0.30977 0.17789 0.1244 -0.6011 1.4148 -0.10
C 4.90627 0.99892 0.40048 -1.1049 0.3517 0.1341 -0.31
F 5.81480 0.92977 1.42460 0.2210 0.0170 -0.5777 0.06
O 5.51748 1.24671 -0.84291 0.1067 0.0673 0.2503 0.13
H 3.12233 -0.20859 -0.00934 0.2274 0.1621 -0.5987 0.09
H 4.25961 -0.91231 1.08740 0.2138 -0.1025 -0.1790 0.14
H 4.18827 1.78462 0.64608 0.3610 0.2216 -0.1732 0.15
O 4.32227 0.24819 3.90049 1.5675 -1.8466 0.1461 0.21
C 3.45196 1.01122 3.87830 -1.3033 1.8119 -0.1923 -0.57
O 3.34882 2.09490 4.68655 -0.4622 0.5300 0.0122 0.06
C 2.41814 3.02012 4.06966 -0.0870 -1.2806 -0.0941 -0.03
C 1.52133 2.04204 3.28901 0.6798 1.2085 -0.7691 -0.27
F 1.11366 2.63755 2.09139 0.2770 -0.6340 1.0087 0.01
O 2.41554 0.98823 2.98801 -0.7028 0.1697 0.2141 0.09
H 1.83386 3.55431 4.80993 0.3622 0.1933 0.1601 0.14
H 2.99947 3.64267 3.39075 -0.3242 0.2828 0.0110 0.14
H 0.63499 1.74278 3.85406 0.0483 -0.3915 -0.4054 0.16
C -4.22888 -2.31346 -2.76705 0.1866 -0.1823 0.2454 -0.05
C -3.97935 -1.48107 -1.59419 -0.5963 -0.4505 -1.0650 -0.26
N -3.79903 -0.89682 -0.63391 0.3049 0.6739 0.9183 0.18
H -3.31789 -2.90019 -2.89945 -0.1899 -0.1232 -0.3387 0.08
H -4.46352 -1.74869 -3.66403 0.2058 0.2521 0.0544 0.08
H -5.07088 -2.97551 -2.57076 0.0834 -0.0773 0.0947 0.09
C -3.16900 -1.23769 4.76531 0.1926 0.3639 -0.8570 -0.06
C -2.37114 -0.48353 3.79274 0.5319 0.4552 -0.4045 -0.25
N -1.77156 0.12203 3.01262 -0.4181 -0.4888 0.6759 0.18
H -2.87192 -2.27973 4.70290 -0.0987 -0.1144 0.2256 0.07
H -4.19619 -1.11043 4.43143 -0.1438 -0.2166 0.2910 0.07
H -3.04051 -0.80738 5.75147 -0.0078 -0.0874 0.1304 0.08
C -0.39806 0.52701 0.31574 -0.3505 0.0666 -0.5078 -0.11
C 0.44826 -0.45066 0.94956 -0.6611 0.4377 -0.4980 -0.31
N 1.13703 -1.24319 1.38806 0.7991 -1.0775 0.5460 0.17
H -1.37418 0.10970 0.06818 0.0103 -0.1627 0.1947 0.05
H 0.07040 0.81399 -0.62599 0.0947 0.2166 0.1169 0.05
H -0.55742 1.36826 0.97518 0.0990 0.1348 -0.0370 0.04
C 0.71266 -2.33877 -4.41929 -0.6959 0.0760 1.1585 -0.04
C 1.22555 -1.62528 -3.24503 0.0977 -0.4739 -0.5452 -0.24
N 1.68103 -1.10872 -2.33194 0.0366 0.3849 0.4079 0.19
H 1.46889 -2.37067 -5.19128 -0.1304 -0.0222 -0.2661 0.09
H -0.23433 -1.86752 -4.68780 0.2849 0.1716 -0.5311 0.08
H 0.41676 -3.33332 -4.07938 0.3775 -0.1455 -0.2160 0.09
C 2.78630 -3.57999 -0.38600 0.6487 -0.7667 0.3144 -0.09
C 3.57283 -4.40549 -1.30571 -0.6150 1.3152 0.5473 -0.29
N 4.22107 -5.04995 -1.98264 0.6509 -0.8579 -0.8814 0.12
H 3.30158 -3.69712 0.57147 -0.4648 0.0315 0.1773 0.09
H 1.79067 -4.01650 -0.35740 -0.1263 0.3307 0.2978 0.07
H 2.77860 -2.51990 -0.60516 -0.1167 -0.0758 -0.4186 0.01
C 2.56560 1.78863 -3.55793 0.2874 -0.1623 -0.1812 -0.05
C 2.31509 2.16050 -2.17533 -0.1439 -0.2567 -0.1403 -0.26
N 2.10939 2.45039 -1.08489 -0.0388 0.1218 0.1720 0.17
H 1.95461 0.94979 -3.87542 -0.2962 0.0709 0.2287 0.05
H 3.59368 1.43423 -3.65342 0.0900 0.2959 -0.0545 0.09
H 2.36881 2.64160 -4.20343 0.1887 0.0056 -0.0620 0.09
C -4.86901 1.27741 1.64027 0.0493 -0.4108 -0.7902 -0.08
C -4.83384 1.38951 3.08343 0.1840 0.1329 -1.1233 -0.29
N -4.78113 1.51421 4.21408 -0.0667 0.0547 1.1979 0.15
H -5.51458 0.45372 1.33206 -0.2379 0.1913 0.1113 0.08
H -3.91151 1.01390 1.18989 0.2265 0.0994 0.4724 0.03
H -5.18680 2.20576 1.16987 -0.2063 0.0147 0.1520 0.08
C -2.17060 -3.75983 0.52689 1.1727 0.0552 0.0270 -0.07
C -3.15011 -3.91055 1.58127 0.4092 0.2109 -0.4857 -0.28
N -3.92820 -4.04333 2.40580 -0.5193 -0.0476 0.5977 0.14
H -1.54396 -4.65076 0.45198 -0.5363 -0.3144 -0.3442 0.09
H -1.40472 -3.02521 0.76235 -0.2411 0.5258 0.4094 0.07
H -2.60649 -3.43540 -0.40969 -0.1708 -0.3423 -0.0951 0.04
```
Forces are in eV/Å.

Computed properties:
**SMILES**: O=C1OC[C@@H](F)O1.O=C1OC[C@@H](F)O1.O=C1OC[C@@H](F)O1.CC#N.CC#N.CC#N.CC#N.CC#N.CC#N.CC#N.CC#N
**E_HOMO**: -11.050 eV
**ΔE to the lowest compared entry with this formula, charge and spin**: 0.0 kJ/mol

=====

Entry 2:
Formula: C6H10O
Source: OMol25
Level of theory: the ωB97M-V functional and the def2-TZVPD basis

Structure (XYZ):
```
17
Properties=species:S:1:pos:R:3:forces:R:3:nbo_charge:R:1
O 1.64085 0.81423 2.47607 -0.2990 0.8147 0.3980 -0.51
C 1.05886 1.76145 2.72087 1.7986 -0.9782 1.2701 0.48
C -0.29342 1.63604 0.61363 -0.3421 0.3687 -0.0250 -0.60
C -0.46138 0.10308 0.52390 -0.0291 0.0821 0.1201 -0.41
C -0.65990 -0.38550 -0.90774 -0.1119 0.1704 0.0745 -0.22
C 0.52176 -0.65740 -1.79898 0.1473 0.1162 -0.0556 -0.43
C -0.31474 -1.80148 -1.29550 -0.0683 -0.1027 0.0775 -0.42
H -0.15543 2.13227 1.63527 -0.5350 -1.0640 -1.7960 0.21
H -1.19609 2.14875 0.29636 -0.2258 -0.0688 -0.5908 0.21
H 0.54519 1.93556 -0.03487 -0.2575 0.1398 0.2741 0.21
H -1.32283 -0.21711 1.12370 0.1077 0.0472 -0.0294 0.20
H 0.41652 -0.42073 0.93033 -0.1911 0.2175 -0.0586 0.21
H -1.53448 0.02866 -1.40850 0.1435 -0.0437 0.0802 0.21
H 0.45558 -0.39541 -2.85216 -0.0066 -0.0379 0.2139 0.21
H 1.51468 -0.53693 -1.37122 -0.1668 -0.0044 -0.0358 0.21
H -0.95404 -2.32156 -2.00703 0.1105 0.1728 0.1852 0.21
H 0.11852 -2.44973 -0.53621 -0.0744 0.1704 -0.1025 0.21
```
Forces are in eV/Å.

Computed properties:
**E_HOMO**: -10.260 eV
**ΔE to the lowest compared entry with this formula, charge and spin**: 148.3 kJ/mol

=====

Entry 3:
Formula: C31H55FN2O7S
Source: OMol25
Level of theory: the ωB97M-V functional and the def2-TZVPD basis

Structure (XYZ):
```
97
Properties=species:S:1:pos:R:3:forces:R:3:lowdin_charge:R:1
C 4.76779 -3.46570 0.53195 -0.3103 -0.6295 1.5530 -0.10
C 3.49307 -4.10619 -0.20613 0.9612 -0.4269 -0.7302 -0.19
C 2.74465 -3.10661 -1.25426 -1.3823 -2.1395 -0.1038 -0.34
C 2.08866 -4.09390 -2.36948 -3.5642 -1.3993 -1.4534 -0.15
N 1.34341 -4.78582 -3.03736 4.5908 3.6915 3.6940 0.19
C 1.56078 -2.29248 -0.46483 -0.0845 1.1865 0.1334 -0.26
F 1.96805 -2.17204 0.93924 -0.5921 -0.2427 -2.6502 -0.03
C 1.44238 -0.75215 -0.97458 -0.6115 3.8527 -0.5595 -0.04
N 1.34557 0.42976 -1.25408 0.3502 -7.2844 1.6870 0.22
C 0.15321 -3.08886 -0.43615 -0.4935 0.5693 0.7771 -0.05
C -0.87016 -2.75516 -1.62711 -1.5223 0.3514 -3.0843 -0.29
O -0.57444 -2.39142 -2.79834 -0.3738 -1.1250 4.7735 0.04
C -2.45711 -2.96615 -1.31009 -3.0513 -0.8276 1.2523 -0.09
C -2.91871 -3.83725 -0.06155 -2.9207 1.6056 -2.3714 -0.02
C -4.46980 -4.06059 0.18401 0.6918 1.6852 -2.5558 -0.07
C -5.58140 -3.45795 -0.76740 4.3004 1.0542 -1.2434 -0.06
C -5.12557 -2.58324 -1.98312 3.3831 -1.4653 2.0504 -0.05
C -3.58042 -2.34578 -2.24816 -0.3773 -1.8908 2.5968 0.01
S 3.90641 -1.99407 -2.20184 1.9873 4.6357 -3.5187 0.73
C 5.25754 -3.13147 -2.86532 0.9607 -0.4584 -0.4374 -0.14
O 3.27094 -1.39809 -3.45921 0.9457 -2.6076 3.8472 -0.35
O 4.57106 -0.92892 -1.36696 -1.8645 -3.3408 -0.9497 -0.35
H 5.14255 -4.26864 1.28724 -0.6135 1.2526 -1.3385 0.09
H 4.46141 -2.56551 1.19890 0.6281 -1.3875 -1.5147 0.10
H 5.65969 -3.23280 -0.14239 -1.5752 -0.1440 0.8827 0.06
H 3.85203 -5.00772 -0.84438 -0.5745 1.5300 1.0876 0.12
H 2.73187 -4.54663 0.53843 1.1132 1.0183 -1.1774 0.13
H -0.37715 -2.75995 0.54573 1.0225 -0.3578 -1.6968 0.14
H 0.30755 -4.23437 -0.31141 -0.0768 1.9906 -0.5529 0.15
H -2.14365 -4.31287 0.65607 -1.6060 0.8933 -1.3714 0.09
H -4.84649 -4.68924 1.07504 0.9108 1.1320 -1.6228 0.08
H -6.70249 -3.62868 -0.63367 1.9448 0.1491 0.0642 0.09
H -5.84019 -2.10286 -2.73948 1.0694 -0.9049 1.4882 0.09
H -3.19815 -1.71127 -3.13731 -0.9012 -1.1921 1.7056 0.11
H 4.92735 -4.22658 -2.92086 0.4012 1.5995 0.3164 0.07
H 5.50635 -2.80807 -3.94608 -0.9014 -0.1824 1.8017 0.09
H 6.24404 -2.98923 -2.27084 -2.0131 -0.3061 -0.6892 0.08
C -2.11232 1.56120 0.71837 -0.0847 0.2028 0.0614 -0.07
C -2.19569 1.09448 -0.72435 0.1048 0.0480 0.1346 -0.29
O -3.49995 1.16843 -1.26676 -0.3373 -0.1977 -0.1464 -0.17
C -4.10000 2.45516 -1.34187 0.0234 -0.0342 -0.1499 -0.27
C -3.33708 3.42489 -2.22823 0.2558 0.0393 0.0990 -0.07
H -2.85773 1.04915 1.33346 0.0746 -0.0495 -0.0712 0.08
H -1.11837 1.36333 1.12728 -0.0438 0.0270 -0.0515 0.07
H -2.30089 2.63441 0.80289 0.1008 -0.0296 0.0288 0.07
H -1.90444 0.04095 -0.76848 -0.1767 0.0324 -0.1476 0.10
H -1.48812 1.63941 -1.35748 0.0664 0.0386 0.0497 0.09
H -4.24542 2.86768 -0.33771 0.0724 0.0677 0.0206 0.10
H -5.09730 2.30606 -1.76487 0.1011 -0.1828 0.0916 0.12
H -2.36826 3.68462 -1.79389 -0.0426 0.0608 -0.0179 0.06
H -3.90420 4.34998 -2.35768 0.0034 -0.0776 0.0079 0.07
H -3.14738 2.98363 -3.21006 -0.0999 0.0184 0.0536 0.08
C 2.28530 6.57099 -0.02444 -0.0319 -0.0125 -0.2532 -0.09
C 2.50163 5.29004 0.76246 -0.1134 0.0066 0.0100 -0.28
O 1.48871 4.31740 0.54815 -0.0974 0.0303 0.1783 -0.17
C 1.34855 3.83321 -0.78248 0.1097 -0.1658 -0.0396 -0.28
C 2.58904 3.12804 -1.30236 0.2776 0.3035 0.0020 -0.11
H 1.27821 6.96218 0.14403 0.0941 -0.0240 0.0725 0.08
H 3.01433 7.32929 0.27159 -0.0483 -0.0546 0.0015 0.07
H 2.39484 6.40331 -1.09874 0.0542 0.0513 0.0508 0.07
H 2.47920 5.52687 1.82995 -0.1278 -0.1878 -0.0605 0.12
H 3.48941 4.86395 0.55902 0.0262 0.0345 -0.0847 0.11
H 1.04459 4.64384 -1.45351 0.0589 0.0388 -0.0367 0.11
H 0.52159 3.11779 -0.76340 0.0430 0.0982 0.1954 0.09
H 3.41932 3.82706 -1.43462 -0.0377 0.0219 -0.0599 0.07
H 2.38597 2.66348 -2.26949 0.0118 -0.0013 0.1408 0.07
H 2.91840 2.35838 -0.60084 -0.1072 0.0221 -0.1220 0.07
C 8.42107 -5.45975 6.14058 -0.1867 0.0660 0.1638 -0.08
C 8.27795 -4.91746 4.72923 0.0311 -0.1023 0.0378 -0.28
O 6.99278 -5.14216 4.16487 -0.0641 -0.0826 -0.1526 -0.17
C 5.89418 -4.53516 4.83304 0.0317 0.0913 -0.0776 -0.28
C 5.97195 -3.01834 4.86720 0.2004 0.0683 0.1040 -0.08
H 8.11554 -6.50867 6.18397 0.0904 0.0645 -0.0612 0.08
H 9.45696 -5.37800 6.47822 -0.0695 -0.0081 -0.0462 0.08
H 7.79496 -4.90797 6.84619 0.0963 -0.0014 0.0108 0.07
H 8.99220 -5.43354 4.08174 -0.2324 0.0251 -0.0895 0.12
H 8.53266 -3.85353 4.68747 -0.0116 0.0281 0.0764 0.11
H 5.78534 -4.94777 5.84145 0.0203 0.0583 0.0390 0.11
H 4.99806 -4.82751 4.27851 0.1892 -0.1316 -0.0553 0.11
H 6.79740 -2.67542 5.49579 -0.0910 0.0267 0.0133 0.07
H 5.04770 -2.59795 5.27073 0.0563 -0.0385 -0.0419 0.08
H 6.13662 -2.61728 3.86379 -0.0860 -0.0524 0.0392 0.08
C -8.76962 4.65862 0.56656 -0.2074 0.1062 -0.1076 -0.08
C -7.52025 4.59249 -0.29441 -0.0559 -0.0983 0.0250 -0.28
O -7.74454 4.00837 -1.57167 0.0899 -0.1238 -0.0312 -0.17
C -8.66113 4.68231 -2.42432 0.1085 0.0352 -0.0522 -0.28
C -8.22393 6.09152 -2.78640 0.0359 0.1394 0.2073 -0.08
H -9.24988 3.67816 0.62590 0.1154 0.0452 0.0322 0.08
H -8.52062 4.99319 1.57648 0.0032 -0.0346 -0.0737 0.08
H -9.50260 5.35664 0.15435 0.0357 0.0146 0.0857 0.07
H -6.78244 3.96048 0.20777 -0.0276 -0.0490 -0.2486 0.11
H -7.06155 5.58086 -0.40165 -0.0600 0.0593 0.0139 0.11
H -9.66391 4.68065 -1.98433 -0.0077 0.0777 0.0252 0.11
H -8.72183 4.08842 -3.34035 0.1115 -0.1122 0.1925 0.12
H -8.24452 6.75159 -1.91567 -0.0498 0.0205 -0.0750 0.07
H -8.88956 6.51485 -3.54242 0.0489 -0.0467 0.0423 0.08
H -7.20151 6.09165 -3.17273 -0.0958 -0.0546 -0.0431 0.08
```
Forces are in eV/Å.

Computed properties:
**SMILES**: CC[C@@](C#N)([C@@](F)(C#N)CC(=O)c1ccccc1)S(C)(=O)=O.CCOCC.CCOCC.CCOCC.CCOCC
**E_HOMO**: -8.955 eV

=====

Number 1: LUMO energy -0.19 eV. Number 2: LUMO energy 1.18 eV. Number 3: LUMO energy -0.50 eV.